Run one
ORCA calculation (ωB97M-V with the def2-TZVPD basis set) on a molecular structure, H22O11Xe.

```
! wB97M-V def2-TZVPD RIJCOSX def2/J DEFGRID3
* xyz 0 1
Xe -13.60840 -9.14307 6.33275
O -10.67984 -11.28912 6.40323
H -11.34972 -11.71906 5.87159
H -10.02759 -10.98856 5.77040
O -11.95016 -7.26051 8.88359
H -12.72994 -7.76379 9.11789
H -11.38543 -7.32036 9.65413
O -14.55385 -8.20063 9.60817
H -14.64905 -9.13278 9.41259
H -15.24539 -7.77689 9.09979
O -12.89588 -12.82476 5.32848
H -13.76271 -12.84385 4.92292
H -12.28963 -12.99271 4.60704
O -11.35264 -6.97272 3.50450
H -12.11837 -7.42221 3.14694
H -11.71502 -6.32618 4.11022
O -13.04725 -13.10058 8.00963
H -13.83002 -13.64461 8.09647
H -13.01717 -12.86981 7.08115
O -9.46427 -8.90700 7.49243
H -9.30831 -8.59525 6.60096
H -9.98930 -9.69958 7.38109
O -15.65763 -6.66277 3.71494
H -14.83355 -6.89361 3.28618
H -16.07214 -7.50394 3.90690
O -14.77216 -11.19764 9.05525
H -14.16441 -11.76821 8.58479
H -15.60526 -11.30374 8.59599
O -16.56501 -7.26505 7.71098
H -17.44554 -7.50735 7.42431
H -16.28682 -6.59246 7.08931
O -13.31009 -5.25598 7.52368
H -12.87765 -4.46029 7.83367
H -12.83463 -5.96911 7.94984
*
```

## Properties
E_HOMO, eV: -10.43
Kohn-Sham gap, eV: 9.8


Run two
ORCA calculation (ωB97M-V with the def2-TZVPD basis set) on a molecular structure, H22O11Xe.

```
! wB97M-V def2-TZVPD RIJCOSX def2/J DEFGRID3
* xyz 0 1
Xe 2.35294 -14.02413 -8.78790
O 1.21250 -14.38828 -5.66493
H 1.51130 -15.08942 -5.08582
H 1.80650 -14.42666 -6.41454
O 3.42234 -13.96256 -12.19395
H 3.17547 -14.86661 -11.99907
H 2.60411 -13.54200 -12.45826
O -0.45288 -14.22938 -10.76096
H -0.45423 -14.18508 -9.80478
H -0.37855 -15.16316 -10.95783
O 4.01530 -18.06556 -8.00163
H 3.14668 -18.25686 -8.35539
H 4.05084 -17.11010 -7.95623
O 3.78081 -10.88387 -8.53142
H 3.92181 -9.96847 -8.77303
H 3.50108 -10.85028 -7.61662
O 3.35024 -11.91080 -5.40540
H 4.13954 -12.39947 -5.63874
H 3.61165 -11.37663 -4.65537
O 6.26049 -12.17097 -8.98165
H 5.46057 -11.65361 -8.88833
H 6.91992 -11.54238 -9.27537
O 0.30865 -11.58061 -6.11407
H -0.07510 -11.76281 -6.97185
H 0.87052 -12.33514 -5.93737
O 0.88320 -12.53887 -12.72475
H 0.49655 -13.06711 -12.02640
H 0.74965 -13.05622 -13.51895
O 6.12282 -14.15421 -10.99788
H 6.05530 -13.47977 -10.32200
H 5.28237 -14.12104 -11.45481
O 1.54381 -10.81002 -10.43030
H 2.31480 -11.17172 -9.99330
H 1.73893 -10.88733 -11.36420
*
```

## Properties
E_HOMO, eV: -10.23
Kohn-Sham gap, eV: 9.9


The most stable structure shown above is run two; the least stable is run one.